1.
ORCA calculation (ωB97M-V with the def2-TZVPD basis set) on a structure of composition C23H27N5O5PS2Ta.

E_HOMO (spin up / spin down), eV: -10.087 / -11.260
Energy above the lowest of the compared OMol25 structures with the same formula, charge and spin, kJ/mol: 0.0
Expectation value of S²: 0.76
Multiplicity: 2
Net charge: +1
DFT total energy, Eh: -2737.477167
Lowest unoccupied orbital energy (spin up / spin down), eV: -3.60 / -3.94

Last column: natural (NBO) charge in e.
Positions of all 64 atoms, in Å:
Ta (0.52, -0.30, -0.06)  1.75
C (-3.76, -1.51, -0.90)  -0.69
C (-2.29, -1.25, -0.91)  0.32
N (-1.60, -0.81, 0.08)  -0.35
N (-2.27, -0.61, 1.29)  -0.38
C (-1.41, -0.17, 2.14)  0.59
O (-0.16, 0.09, 1.77)  -0.76
C (-1.72, 0.06, 3.56)  -0.08
C (-0.77, 0.68, 4.37)  -0.18
C (-1.04, 0.90, 5.71)  -0.22
C (-2.26, 0.50, 6.24)  -0.17
C (-3.21, -0.12, 5.43)  -0.21
C (-2.94, -0.34, 4.09)  -0.17
C (-1.47, -1.54, -2.10)  0.15
C (-1.97, -2.09, -3.27)  -0.21
C (-1.09, -2.43, -4.28)  -0.13
C (0.27, -2.21, -4.09)  -0.22
C (0.70, -1.62, -2.92)  0.08
N (-0.15, -1.28, -1.94)  -0.52
H (-4.14, -1.49, 0.12)  0.28
H (-3.99, -2.46, -1.36)  0.24
H (-4.26, -0.73, -1.47)  0.25
H (0.18, 0.99, 3.94)  0.23
H (-0.31, 1.38, 6.34)  0.22
H (-2.48, 0.67, 7.28)  0.22
H (-4.15, -0.43, 5.85)  0.22
H (-3.67, -0.82, 3.45)  0.23
H (-3.03, -2.26, -3.37)  0.24
H (-1.46, -2.86, -5.20)  0.24
H (0.99, -2.48, -4.85)  0.24
H (1.75, -1.41, -2.74)  0.25
C (2.65, -1.46, 5.45)  -0.63
C (3.40, -1.25, 4.17)  -0.06
O (2.59, -1.82, 3.09)  -0.83
P (2.88, -1.51, 1.59)  1.82
S (1.50, -2.51, 0.51)  -0.42
S (2.72, 0.42, 1.12)  -0.46
O (4.34, -2.04, 1.37)  -0.83
C (4.94, -2.06, 0.03)  -0.07
C (6.42, -1.87, 0.19)  -0.63
H (3.25, -1.10, 6.29)  0.23
H (2.45, -2.52, 5.61)  0.23
H (1.70, -0.92, 5.45)  0.22
H (4.36, -1.76, 4.16)  0.20
H (3.55, -0.19, 3.95)  0.19
H (4.49, -1.27, -0.57)  0.22
H (4.69, -3.03, -0.40)  0.19
H (6.65, -0.88, 0.58)  0.22
H (6.91, -1.98, -0.78)  0.23
H (6.85, -2.62, 0.86)  0.22
C (4.32, 2.24, -3.65)  -0.41
N (3.07, 2.12, -2.91)  -0.40
C (2.20, 3.16, -2.87)  0.13
C (1.01, 3.12, -2.23)  -0.38
C (0.73, 1.90, -1.55)  0.62
O (-0.26, 1.66, -0.78)  -0.68
N (1.57, 0.85, -1.65)  -0.72
C (2.77, 0.89, -2.31)  0.80
O (3.52, -0.06, -2.40)  -0.64
H (4.17, 2.00, -4.70)  0.21
H (5.05, 1.56, -3.23)  0.25
H (4.68, 3.26, -3.56)  0.21
H (2.53, 4.05, -3.39)  0.23
H (0.34, 3.96, -2.18)  0.26

***

2.
ORCA calculation (ωB97M-V with the def2-TZVPD basis set) on a structure of composition C23H27O13PbS2 at a distorted geometry.

E_HOMO, eV: 0.351
Energy above the lowest of the compared OMol25 structures with the same formula, charge and spin, kJ/mol: 0.0
Multiplicity: 1
Net charge: -3
DFT total energy, Eh: -2859.770364
Lowest unoccupied orbital energy, eV: 5.23

Last column: natural (NBO) charge in e.
Positions of all 66 atoms, in Å:
Pb (0.48, 0.56, -0.20)  1.60
C (2.11, 4.27, 0.56)  -0.63
C (1.82, 3.24, 1.65)  0.10
C (0.36, 3.51, 1.98)  -0.63
O (2.19, 1.93, 1.21)  -0.97
H (3.19, 4.43, 0.52)  0.19
H (1.68, 5.27, 0.67)  0.16
H (1.61, 3.87, -0.32)  0.21
H (2.50, 3.48, 2.47)  0.11
H (0.09, 3.06, 2.93)  0.21
H (-0.30, 3.28, 1.14)  0.20
H (0.22, 4.54, 2.30)  0.17
C (4.44, -2.21, -0.52)  -0.52
C (3.11, -1.63, -0.51)  0.44
C (1.90, -2.52, 0.05)  0.42
O (0.83, -1.82, 0.20)  -0.80
C (2.21, -3.78, 0.53)  -0.51
C (3.46, -4.32, 0.49)  0.41
C (4.61, -3.51, -0.08)  0.39
O (5.81, -4.02, -0.02)  -0.72
O (3.37, -5.59, 0.69)  -0.67
O (2.82, -0.44, -0.85)  -0.71
H (5.31, -1.64, -0.81)  0.21
H (1.24, -4.25, 0.66)  0.20
C (-3.87, 1.78, -1.02)  -0.53
C (-5.04, 1.26, -0.54)  0.40
C (-4.97, -0.10, 0.17)  0.39
O (-5.99, -0.72, 0.68)  -0.72
C (-3.84, -0.85, 0.23)  -0.51
C (-2.63, -0.38, -0.42)  0.40
C (-2.63, 1.02, -1.06)  0.44
O (-1.55, 1.35, -1.52)  -0.74
O (-1.58, -1.12, -0.51)  -0.72
O (-6.11, 1.96, -0.66)  -0.71
H (-3.96, 2.80, -1.38)  0.19
H (-3.85, -1.75, 0.83)  0.20
C (-0.10, -0.22, -4.62)  -0.45
C (-0.90, 0.94, -5.20)  -0.38
C (-0.19, 2.20, -4.61)  -0.67
S (1.41, 1.74, -3.90)  2.11
O (1.24, 1.76, -2.44)  -0.92
O (2.56, 2.49, -4.51)  -0.94
C (1.34, 0.05, -4.55)  -0.65
H (-0.37, -1.11, -5.19)  0.21
H (-0.51, -0.64, -3.70)  0.27
H (-1.99, 0.91, -5.12)  0.24
H (-0.69, 0.81, -6.26)  0.18
H (-0.63, 2.70, -3.75)  0.29
H (-0.04, 2.85, -5.47)  0.23
H (2.12, -0.59, -4.13)  0.29
H (1.75, 0.20, -5.54)  0.21
C (-1.85, -2.29, 4.66)  -0.40
C (-0.34, -2.82, 4.53)  -0.40
C (0.11, -2.10, 3.18)  -0.62
S (-0.43, -0.30, 3.32)  2.08
O (-0.86, 0.36, 2.06)  -0.91
O (0.37, 0.39, 4.40)  -0.93
C (-1.95, -0.79, 4.16)  -0.68
H (-2.28, -2.58, 5.62)  0.20
H (-2.35, -2.97, 3.97)  0.20
H (-0.33, -3.90, 4.59)  0.21
H (0.03, -2.42, 5.47)  0.20
H (-0.45, -2.46, 2.32)  0.27
H (1.16, -2.31, 2.94)  0.28
H (-2.71, -0.85, 3.38)  0.27
H (-2.22, -0.01, 4.87)  0.24

***

3.
ORCA calculation (ωB97M-V with the def2-TZVPD basis set) on a structure of composition C23H28BiNO at a distorted geometry.

E_HOMO, eV: -6.017
Multiplicity: 1
Net charge: 0
DFT total energy, Eh: -1237.603016
Lowest unoccupied orbital energy, eV: 0.20

Last column: natural (NBO) charge in e.
Positions of all 54 atoms, in Å:
C (-3.46, 0.45, 1.76)  -0.34
C (-2.45, 1.49, 1.70)  -0.34
C (-2.05, 1.63, 0.32)  -0.34
H (-2.02, 2.03, 2.56)  0.23
C (-2.80, 0.69, -0.47)  -0.41
C (-3.68, -0.04, 0.42)  -0.35
H (-2.66, 0.48, -1.55)  0.23
C (-1.42, -2.02, 2.93)  -0.39
C (-1.04, -0.69, 3.35)  -0.32
C (0.23, -0.37, 2.76)  -0.36
H (-1.65, -0.01, 3.97)  0.23
C (0.68, -1.52, 1.98)  -0.16
C (-0.36, -2.54, 2.10)  -0.32
H (-1.26, 2.31, -0.05)  0.24
H (-4.32, -0.90, 0.14)  0.24
H (-3.93, 0.05, 2.68)  0.23
H (-0.36, -3.49, 1.56)  0.22
H (0.77, 0.60, 2.84)  0.24
H (-2.37, -2.54, 3.14)  0.24
Bi (-1.38, -0.68, 0.86)  1.72
C (1.96, -1.67, 1.21)  -0.07
C (2.68, -2.87, 1.78)  -0.59
C (2.81, -0.42, 1.34)  -0.61
H (2.71, -2.82, 2.88)  0.23
H (3.71, -2.90, 1.41)  0.20
H (2.19, -3.82, 1.50)  0.21
H (3.22, -0.34, 2.36)  0.23
H (2.25, 0.50, 1.12)  0.22
H (3.65, -0.49, 0.63)  0.20
C (1.63, -1.95, -0.28)  -0.50
C (1.07, -0.79, -1.01)  0.74
H (0.92, -2.80, -0.37)  0.27
H (2.57, -2.27, -0.78)  0.22
O (0.09, -0.09, -0.51)  -0.74
N (1.52, -0.42, -2.17)  -0.57
C (0.78, 0.44, -3.18)  -0.22
H (2.50, -0.52, -2.29)  0.40
C (0.68, 1.87, -2.78)  -0.06
C (-0.49, 2.61, -3.07)  -0.15
H (-1.34, 2.13, -3.56)  0.21
C (-0.57, 3.95, -2.72)  -0.21
H (-1.48, 4.52, -2.95)  0.22
C (0.51, 4.59, -2.09)  -0.21
H (0.45, 5.64, -1.82)  0.22
C (1.67, 3.86, -1.82)  -0.20
H (2.52, 4.34, -1.33)  0.22
C (1.75, 2.51, -2.17)  -0.22
H (2.66, 1.95, -1.96)  0.20
H (-0.19, -0.01, -3.37)  0.23
H (1.38, 0.33, -4.09)  0.22
C (-1.98, -2.30, -0.55)  -1.20
H (-2.85, -2.82, -0.13)  0.22
H (-1.18, -3.03, -0.70)  0.19
H (-2.24, -1.86, -1.51)  0.20

***

4.
ORCA calculation (ωB97M-V with the def2-TZVPD basis set) on a cluster of 2 separate species, C23H28F2N3 in total at a distorted geometry.

E_HOMO, eV: -9.791
Energy above the lowest of the compared OMol25 structures with the same formula, charge and spin, kJ/mol: 0.0
Multiplicity: 1
Net charge: +1
DFT total energy, Eh: -1256.930358
Lowest unoccupied orbital energy, eV: -5.93

Last column: natural (NBO) charge in e.
Positions of all 56 atoms, in Å:
C (2.06, 0.60, 2.60)  -0.43
N (0.74, 1.21, 2.68)  -0.44
C (0.58, 2.63, 2.88)  -0.20
C (-0.80, 3.04, 2.40)  -0.42
C (-1.88, 2.20, 3.03)  -0.20
N (-1.55, 0.79, 3.00)  -0.44
C (-2.69, -0.11, 3.18)  -0.20
C (-2.19, -1.47, 3.59)  -0.43
C (-0.97, -1.93, 2.80)  -0.22
N (0.07, -0.95, 2.72)  -0.65
C (-0.28, 0.31, 2.80)  0.61
H (1.88, -0.47, 2.37)  0.27
H (2.66, 1.05, 1.80)  0.17
H (2.60, 0.65, 3.55)  0.17
H (0.70, 2.89, 3.94)  0.18
H (1.36, 3.15, 2.33)  0.20
H (-0.96, 4.10, 2.63)  0.23
H (-0.86, 2.93, 1.32)  0.21
H (-2.05, 2.52, 4.07)  0.19
H (-2.83, 2.37, 2.50)  0.21
H (-3.35, 0.30, 3.94)  0.20
H (-3.25, -0.15, 2.24)  0.19
H (-1.93, -1.43, 4.64)  0.20
H (-2.99, -2.20, 3.50)  0.22
H (-0.51, -2.80, 3.29)  0.19
H (-1.28, -2.25, 1.80)  0.17
C (5.61, 2.05, -1.13)  -0.66
C (5.49, 0.83, -0.30)  0.05
C (5.57, 0.88, 1.09)  0.43
F (5.82, 2.11, 1.66)  -0.32
C (5.41, -0.23, 1.91)  -0.19
C (4.83, -1.42, 1.34)  -0.16
C (4.23, -2.49, 2.05)  0.17
C (4.41, -2.74, 3.45)  -0.16
C (4.33, -1.72, 4.44)  -0.22
C (4.41, -2.06, 5.77)  0.45
F (4.36, -1.06, 6.72)  -0.32
C (4.62, -3.36, 6.23)  0.01
C (4.63, -3.65, 7.69)  -0.65
C (4.79, -4.36, 5.26)  -0.20
C (4.72, -4.06, 3.91)  -0.12
C (4.89, -1.51, -0.08)  -0.07
C (5.18, -0.41, -0.87)  -0.23
H (5.61, 1.77, -2.19)  0.23
H (4.74, 2.71, -0.97)  0.26
H (6.51, 2.64, -0.92)  0.26
H (5.72, -0.20, 2.95)  0.25
H (3.79, -3.30, 1.44)  0.24
H (4.21, -0.68, 4.15)  0.24
H (4.66, -4.74, 7.83)  0.23
H (5.50, -3.22, 8.20)  0.25
H (3.73, -3.27, 8.17)  0.25
H (5.05, -5.36, 5.60)  0.24
H (4.97, -4.83, 3.17)  0.23
H (4.74, -2.50, -0.53)  0.23
H (5.19, -0.50, -1.95)  0.24